Entry 1:
{"formula": "C6H5NO", "method": "ωB97M-V/def2-TZVPD", "symbols": ["C", "N", "C", "C", "H", "H", "H", "C", "H", "C", "O", "C", "H"], "coordinates": [[1.68, -0.84, -1.00], [0.82, -0.09, -1.37], [-1.07, 1.07, -0.40], [-1.93, 1.71, 0.66], [-1.09, 1.47, -1.49], [-0.46, -1.49, 1.59], [2.31, -2.20, 0.38], [1.38, -1.58, 0.31], [2.72, -0.63, -1.57], [0.14, -1.06, 0.76], [-1.82, 1.07, 1.75], [-0.29, -0.09, -0.32], [-2.39, 2.65, 0.70]], "total_charge": 0, "lumo_ev": -1.30, "smiles": "O=C/C=C1\\C=CC=N1", "gap_ev": 8.3, "e_above_lowest_kj_mol": 299.6}

=====

Entry 2:
{"formula": "C28H30CdNOTe", "method": "ωB97M-V/def2-TZVPD", "symbols": ["H", "H", "H", "H", "C", "Te", "C", "C", "C", "C", "H", "H", "H", "C", "H", "H", "H", "C", "C", "H", "H", "H", "C", "C", "H", "C", "H", "H", "C", "N", "C", "H", "C", "C", "Cd", "H", "H", "C", "C", "H", "H", "H", "C", "C", "C", "H", "C", "C", "H", "C", "C", "H", "H", "C", "C", "H", "C", "C", "H", "H", "O", "H"], "coordinates": [[0.03, 2.01, -2.46], [2.32, -2.94, -3.03], [0.92, 3.56, -2.53], [-0.26, 0.09, -6.04], [-1.54, 1.01, 2.02], [1.79, -1.00, 3.57], [-2.59, -1.79, -0.62], [0.58, 2.83, -0.51], [1.77, -2.30, -3.72], [1.38, -0.10, -4.65], [0.84, 0.68, 5.80], [-3.31, -2.79, 1.24], [2.72, 2.98, -0.82], [-0.44, -2.58, -0.53], [3.46, 1.75, -2.73], [-2.96, -0.88, 7.18], [-3.47, -1.27, -0.99], [0.15, 3.00, -1.98], [-0.89, -2.10, 4.75], [1.64, 0.96, -4.67], [-0.89, -4.07, 1.12], [-0.81, 3.53, -2.04], [0.31, -0.59, -5.40], [-1.32, -1.79, -1.27], [3.52, -1.05, -2.19], [0.71, -2.81, -4.47], [-2.19, 2.04, -1.11], [2.25, 1.96, 0.57], [-1.78, 1.79, -0.14], [2.94, 0.95, -2.44], [2.21, 0.96, -1.29], [-3.49, 0.83, 0.91], [-0.01, -1.95, -5.32], [3.25, -0.36, -3.00], [-0.71, -1.66, 2.37], [-0.36, 4.69, 0.13], [0.44, -3.87, -4.40], [-1.06, 0.00, 6.63], [0.63, 4.22, 0.15], [0.61, 1.66, 2.21], [0.62, -2.73, -0.77], [-2.86, -2.67, 5.45], [-0.44, 2.05, 0.28], [2.10, -0.94, -3.80], [-2.03, -1.97, 5.57], [-0.81, -2.36, -5.94], [-0.31, 1.62, 1.61], [0.18, -1.17, 4.90], [-1.12, 0.79, 7.38], [-2.45, 1.16, 0.93], [0.07, -0.08, 5.80], [0.93, 4.14, 1.20], [-1.81, 0.70, 3.03], [2.00, 2.23, -0.46], [-2.50, -2.58, 0.54], [1.34, 4.89, -0.37], [-1.15, -3.13, 0.61], [-2.09, -0.95, 6.52], [4.14, -0.26, -3.63], [-0.85, -2.93, 4.01], [1.71, -0.11, -0.96], [-1.09, -1.27, -2.19]], "total_charge": -1, "lumo_ev": 2.55, "gap_ev": 5.8}

=====

Entry 3:
{"formula": "C33H55BF12N2O15S", "method": "ωB97M-V/def2-TZVPD", "symbols": ["H", "O", "C", "O", "H", "H", "O", "H", "C", "H", "O", "O", "H", "C", "F", "O", "O", "F", "H", "H", "B", "C", "F", "H", "H", "C", "H", "H", "C", "H", "H", "H", "H", "C", "C", "C", "F", "H", "H", "C", "O", "H", "C", "H", "C", "H", "O", "H", "N", "H", "F", "C", "C", "C", "C", "H", "C", "H", "H", "H", "O", "F", "C", "F", "H", "H", "H", "F", "H", "F", "O", "C", "H", "C", "H", "H", "H", "H", "H", "C", "H", "C", "O", "H", "N", "H", "H", "O", "H", "F", "H", "C", "H", "C", "O", "C", "C", "F", "C", "C", "H", "H", "H", "H", "O", "H", "C", "C", "C", "H", "H", "F", "S", "C", "H", "H", "H", "C", "H"], "coordinates": [[-3.79, 3.21, -2.30], [-4.20, 1.26, -2.63], [8.23, 3.73, -3.63], [8.50, 6.72, -2.46], [0.68, -6.66, 3.31], [-4.65, -2.97, 0.98], [3.38, 2.29, -5.84], [-2.50, -1.23, 5.72], [-1.91, -0.58, 5.06], [3.20, -3.32, 1.33], [-5.36, -4.05, 4.48], [-0.17, -3.79, -1.11], [-2.69, 0.76, 7.52], [-7.96, -3.63, 2.56], [-6.14, -0.75, -1.94], [-2.47, -3.32, -0.68], [0.15, 4.59, -2.26], [3.95, 0.30, -4.19], [-0.26, 2.29, -0.96], [1.13, -2.37, 0.87], [-1.20, -3.47, -0.22], [8.54, 5.97, -1.53], [-5.38, -0.70, -3.97], [-2.95, 2.12, -1.20], [3.60, 4.14, -6.76], [-4.57, -3.35, 2.00], [4.12, -3.00, 3.63], [6.61, 3.54, -2.21], [0.73, 2.73, -0.78], [-6.88, -6.50, 3.10], [7.66, 3.32, -4.46], [-0.97, 0.56, 7.21], [-1.71, 2.18, 7.12], [0.19, -2.05, 1.33], [-0.86, -3.18, 1.32], [1.14, 3.57, -1.97], [-2.07, 6.02, -2.16], [-2.36, 2.41, -4.20], [-1.55, 1.52, 4.81], [-1.86, 1.12, 6.91], [-1.79, -2.21, 3.34], [2.24, 3.13, -7.28], [-6.07, -6.22, 3.78], [-3.34, -0.83, 3.47], [-3.15, -3.85, 2.21], [-7.25, -4.99, 1.05], [0.44, -0.31, -0.28], [-3.03, -4.21, 3.24], [-5.56, -4.41, 2.20], [5.21, -4.02, 2.68], [-1.08, 7.62, -1.10], [-5.65, -4.79, 3.56], [-3.94, 0.03, -2.23], [0.84, -4.84, 1.80], [4.21, -3.97, 3.13], [5.19, 2.56, -7.89], [9.24, 6.34, -0.20], [4.13, -4.77, 3.86], [4.00, 3.15, -9.04], [1.88, -4.68, 3.52], [-0.45, -4.35, 2.04], [3.43, 2.03, -2.99], [3.30, 3.12, -7.02], [8.31, 6.65, 0.72], [-2.62, -1.91, 1.47], [-0.86, -0.84, 5.22], [0.42, -1.74, 2.36], [-4.65, -2.19, -2.58], [-1.30, -0.52, 0.63], [-0.56, 7.21, -3.16], [-3.01, -0.34, -1.58], [-0.26, -0.87, 0.52], [-4.75, -2.51, 2.68], [0.20, 5.68, -1.53], [8.85, 2.94, -3.19], [6.69, 5.11, -3.00], [0.67, 3.33, 0.12], [-6.71, -3.33, 0.84], [2.11, 4.05, -1.81], [-5.05, -0.92, -2.70], [3.38, -5.07, 1.50], [-2.04, 2.29, -3.16], [8.00, 4.77, -1.43], [1.20, 2.97, -2.87], [1.81, -4.19, 2.64], [8.89, 4.51, -4.01], [-6.41, -6.34, 4.81], [0.97, 5.95, -0.66], [-5.21, -6.85, 3.61], [9.97, 5.32, 0.27], [-2.94, -4.69, 1.54], [-2.14, -2.70, 2.05], [-2.50, -2.91, -1.55], [-3.24, 2.28, -2.24], [5.34, 3.23, -5.24], [3.15, -4.14, 2.05], [4.34, 1.53, -3.84], [10.03, 7.39, -0.36], [-2.18, 0.88, 5.43], [4.13, 2.55, -8.14], [-8.34, -4.47, 3.16], [-1.38, 3.11, -2.90], [-1.78, -0.17, 2.94], [-1.49, 1.35, -3.09], [-3.54, 1.21, 5.15], [1.14, -4.71, 0.75], [-6.88, -4.11, 1.60], [-0.91, 6.66, -1.99], [7.29, 4.30, -2.59], [0.42, -3.04, -1.27], [1.44, 1.92, -0.63], [5.51, 1.45, -3.22], [0.78, -6.66, 1.98], [4.44, 2.46, -5.07], [3.84, 1.53, -8.36], [-7.61, -2.85, 3.23], [-4.09, 0.61, 5.67], [-2.26, -0.90, 3.62], [-8.81, -3.24, 2.00]], "total_charge": 0, "lumo_ev": 0.18, "smiles": "CCN[C@@H](S)O[C@@](CC=O)(B(O)O)[C@@H](CCN(CC)C(C)=O)OCC[C@H](C)O.CCOC(=O)C(F)(F)F.CCOC(=O)C(F)(F)F.CCOC(=O)C(F)(F)F.CCOC(=O)C(F)(F)F", "gap_ev": 9.1}

=====

Entry 4:
{"formula": "H20NO13", "method": "ωB97M-V/def2-TZVPD", "symbols": ["H", "N", "O", "H", "H", "H", "H", "O", "O", "H", "H", "H", "O", "O", "O", "H", "H", "H", "H", "O", "H", "H", "O", "O", "O", "O", "H", "H", "H", "H", "O", "H", "O", "H"], "coordinates": [[1.30, 2.05, 1.10], [0.54, -1.40, 0.47], [-2.14, -2.05, -1.49], [1.51, 3.42, 0.56], [0.50, -2.68, -3.46], [-3.58, 0.89, -0.46], [-1.66, 0.32, -2.83], [-0.91, 0.45, -2.26], [-3.11, -0.47, 2.27], [1.93, 1.38, -0.63], [-3.42, -0.23, 0.59], [1.59, -2.34, -2.49], [2.12, 0.81, -1.37], [1.97, 2.67, 0.82], [1.38, -2.31, -3.39], [1.65, 0.00, -1.24], [-0.69, -0.41, -1.79], [-1.43, -2.17, -0.85], [0.95, 0.37, 2.39], [0.60, -1.63, -0.71], [3.50, -0.16, 1.19], [3.73, 0.46, -0.20], [1.47, -0.71, 0.88], [4.15, 0.25, 0.60], [-0.58, -1.10, 0.93], [0.75, 1.21, 2.81], [1.31, 1.18, 3.61], [-2.93, 0.22, 2.94], [-0.33, 1.14, -0.18], [-2.68, -1.36, -1.16], [-3.58, -0.06, -0.32], [-2.40, -1.04, 2.21], [-0.67, 1.85, 0.33], [-0.88, 1.45, 1.14]], "total_charge": -1, "lumo_ev": 2.66, "gap_ev": 9.6, "e_above_lowest_kj_mol": 238.4}

=====

Entry 5:
{"formula": "C40H62F5IN3O10S", "method": "ωB97M-V/def2-TZVPD", "symbols": ["O", "H", "H", "C", "O", "C", "I", "C", "O", "H", "H", "H", "H", "H", "H", "C", "H", "C", "C", "H", "C", "H", "H", "H", "H", "C", "H", "H", "H", "H", "H", "C", "H", "H", "H", "C", "O", "H", "C", "N", "C", "C", "C", "H", "C", "H", "C", "F", "O", "N", "F", "C", "H", "H", "H", "H", "H", "C", "C", "H", "F", "H", "C", "H", "H", "H", "O", "C", "H", "C", "C", "H", "N", "H", "H", "C", "O", "H", "C", "O", "H", "H", "H", "C", "C", "H", "H", "H", "C", "H", "O", "C", "H", "H", "C", "H", "C", "H", "S", "C", "C", "O", "H", "H", "H", "F", "C", "H", "F", "H", "C", "H", "C", "H", "H", "C", "C", "C", "H", "H", "C", "H"], "coordinates": [[-0.14, 1.95, 3.11], [1.47, -6.08, 0.74], [0.73, -0.64, -4.69], [1.78, -2.73, 0.20], [-0.07, 5.46, -1.25], [-1.41, -1.29, 4.94], [0.07, 2.43, -2.65], [5.25, 0.50, -4.07], [-0.76, -0.56, 5.65], [-0.81, 0.11, -4.27], [-0.72, -1.60, -4.64], [-2.33, 0.12, -2.86], [2.83, 2.19, -1.52], [-1.52, -4.63, 4.86], [1.74, -0.03, -0.01], [-3.21, 0.62, 2.53], [5.93, 1.35, -4.18], [7.39, 2.63, -1.28], [0.47, 2.00, 5.40], [-4.59, 4.05, -6.94], [3.44, -3.90, -1.00], [-4.30, 5.70, -6.36], [-2.23, 1.12, 2.47], [-0.59, 4.55, 4.72], [-4.46, -6.35, 0.93], [-3.74, 0.29, 1.12], [-6.16, -6.30, 1.47], [-5.64, -8.19, 3.30], [2.41, 2.13, 0.13], [7.13, 3.01, 0.81], [-1.98, 6.48, 0.27], [-1.06, 6.14, 0.77], [-0.37, -3.55, -3.44], [1.14, 4.51, 4.26], [-2.33, 4.82, -3.96], [-4.17, 4.18, -4.86], [6.69, 2.89, -2.23], [4.73, 0.34, -5.03], [-0.78, 2.89, 0.15], [0.28, 0.92, -1.17], [-2.99, -0.89, 0.42], [0.06, -1.18, -2.62], [-3.09, -0.83, -1.12], [-3.50, -1.81, 0.74], [-2.09, -3.71, 4.70], [-0.12, 4.45, 3.01], [8.22, 1.37, -1.25], [-0.99, -4.39, 0.88], [0.13, 3.91, 0.41], [2.62, 1.62, -0.71], [4.36, -1.78, -2.16], [-3.12, -0.59, 3.48], [-1.96, -0.96, 0.83], [-0.59, -0.87, -0.62], [-2.93, 4.56, -6.57], [3.45, -6.03, -0.73], [-5.16, -4.84, 1.54], [-0.24, 1.46, 0.16], [1.76, 0.53, -0.96], [6.83, 4.40, -0.25], [4.05, -0.73, -0.24], [0.54, 1.45, 0.94], [-4.72, -6.27, 3.05], [-3.63, 4.45, -2.81], [-3.63, -1.46, 3.06], [7.91, 0.74, -0.40], [1.43, -1.49, -2.46], [-3.98, 4.66, -6.27], [-1.04, 0.84, 0.57], [7.47, 3.54, -0.08], [-4.65, -7.74, 3.41], [-3.88, 1.35, 3.00], [4.22, 0.84, -3.04], [-2.32, 1.12, -1.44], [8.50, 3.88, 0.05], [-3.40, 4.90, -3.78], [-1.94, 3.18, 0.01], [1.48, 2.28, 5.70], [2.96, -5.09, -0.48], [-4.44, -5.42, 3.86], [-3.93, -8.24, 2.76], [9.27, 1.62, -1.16], [-4.33, -7.84, 4.44], [-0.31, 5.14, -0.11], [-0.20, -0.79, -4.12], [-0.25, 2.32, 6.16], [0.42, 0.92, 5.31], [5.79, -0.39, -3.72], [-1.78, -2.63, 5.46], [-3.72, 1.18, 0.47], [-1.71, -0.88, 3.66], [1.86, -5.14, 0.36], [-1.75, -2.75, 6.55], [-3.14, -1.84, -1.54], [0.13, 2.63, 4.09], [3.17, -0.71, -3.92], [2.96, 0.16, -3.27], [4.31, -3.98, -1.65], [-0.79, -2.82, -2.38], [2.85, -2.68, -0.67], [1.29, -3.92, 0.69], [-4.90, 3.25, -4.59], [-4.80, 0.00, 1.21], [4.11, 1.84, -3.10], [-0.40, 7.02, 0.84], [0.21, -4.81, 2.63], [0.07, -3.96, 1.61], [-1.25, 5.72, 1.77], [-0.24, -2.72, 2.02], [-3.56, -0.38, 4.47], [-2.06, 0.11, -1.80], [1.24, -1.84, 0.51], [2.32, -0.49, -1.98], [2.23, 0.77, -3.83], [-3.69, 5.95, -3.75], [-0.59, -0.27, -1.55], [-5.16, -5.92, 1.65], [3.43, -1.37, -1.26], [8.06, 0.81, -2.17], [-2.91, -3.78, 3.98], [0.14, 4.14, 4.02], [-4.08, -0.38, -1.34]], "total_charge": 1, "lumo_ev": -4.57, "gap_ev": 6.1}

=====

Entry 6:
{"formula": "C5H13NS", "method": "ωB97M-V/def2-TZVPD", "symbols": ["H", "N", "H", "C", "H", "C", "C", "H", "H", "H", "C", "C", "H", "H", "H", "H", "H", "S", "H", "H"], "coordinates": [[-0.93, -2.00, 0.44], [1.23, 1.03, 1.15], [0.50, 0.32, -1.48], [-1.11, 0.05, -0.10], [-1.54, -0.91, 1.75], [-0.51, -0.11, -1.41], [-1.58, -1.17, 0.65], [-2.67, 1.53, -0.84], [-0.34, -1.19, -1.70], [-1.01, 0.51, -2.12], [-1.82, 1.34, -0.07], [3.02, -0.92, 0.33], [-2.61, -1.36, 0.39], [-1.12, 2.10, -0.12], [3.12, -1.43, -0.64], [0.93, 1.97, 1.01], [3.96, -0.73, 0.88], [2.32, 0.85, -0.03], [-2.24, 1.52, 0.87], [2.38, -1.42, 1.04]], "total_charge": 0, "lumo_ev": [0.18, 0.81], "gap_ev": [7.1, 8.5], "e_above_lowest_kj_mol": 375.6}

=====

Entry 7:
{"formula": "C17H41N5O12S4", "method": "ωB97M-V/def2-TZVPD", "symbols": ["H", "H", "O", "H", "N", "C", "C", "C", "C", "H", "S", "C", "H", "H", "H", "C", "H", "N", "H", "H", "H", "H", "O", "H", "C", "N", "H", "H", "H", "H", "C", "O", "H", "H", "O", "O", "H", "H", "C", "S", "H", "H", "C", "H", "H", "O", "S", "C", "C", "H", "C", "H", "H", "H", "H", "N", "C", "H", "H", "C", "H", "O", "H", "C", "O", "N", "C", "H", "O", "H", "H", "S", "O", "H", "O", "H", "O", "H", "H"], "coordinates": [[3.01, 2.45, -3.59], [4.09, 0.74, -0.92], [-0.46, -1.69, 5.50], [-0.10, 3.28, 2.40], [-4.07, -2.96, 3.44], [0.10, -3.52, -5.46], [2.22, 2.27, 5.33], [-3.24, -1.79, 3.80], [1.16, 1.46, 4.96], [1.96, -2.11, -2.64], [-3.86, 0.40, -2.97], [1.59, -2.93, -3.25], [-0.50, 1.19, 3.62], [2.87, 2.02, 6.15], [0.99, 0.75, 1.46], [0.30, 1.83, 3.97], [5.74, 0.84, -1.40], [0.28, -2.73, 5.41], [-3.15, -3.41, -1.12], [4.73, 2.16, -1.79], [2.04, 0.99, -3.43], [2.73, 1.36, -4.97], [-0.55, 3.09, 0.25], [2.42, 4.01, -1.51], [-2.08, -3.35, -1.32], [2.36, 3.47, 4.68], [-0.16, -4.37, -4.84], [1.92, 4.62, 2.93], [2.11, 3.82, 0.24], [1.81, -3.54, 3.98], [1.62, 3.79, 3.56], [-1.96, -2.07, 0.62], [-3.84, -0.98, 3.39], [0.12, -3.35, 3.32], [-3.62, -4.11, 3.30], [0.57, -3.50, 6.37], [-3.87, 2.43, -1.39], [2.43, -3.33, -3.82], [-4.36, -0.63, -1.46], [0.31, -2.12, -4.28], [0.40, 5.82, -0.48], [-1.01, 5.59, -1.59], [0.54, 3.01, 3.23], [-5.16, -0.12, -0.92], [-1.73, -4.20, -1.90], [-0.90, -3.96, 0.64], [0.14, 3.42, -1.05], [0.87, -3.00, 4.03], [2.93, 1.41, -3.90], [-4.73, -1.58, -1.86], [4.73, 1.07, -1.73], [-3.24, -1.77, 4.89], [1.19, -3.64, -2.53], [-0.60, 0.86, 0.61], [1.10, -2.03, 3.59], [-1.72, -3.16, 0.11], [-3.19, 1.90, -2.06], [0.55, 5.66, -2.25], [1.09, -3.66, -5.90], [0.20, 0.21, 0.95], [-2.27, -1.90, 3.31], [0.96, -0.93, -4.96], [-2.88, 2.57, -2.85], [1.95, 3.39, -0.75], [1.36, -1.45, 0.01], [0.79, -0.45, -0.24], [0.02, 5.32, -1.37], [-2.32, 1.66, -1.44], [-5.16, 0.80, -3.69], [0.95, 0.57, 5.54], [2.42, 2.41, -0.85], [4.44, 0.43, -3.42], [5.59, 0.87, -4.31], [-1.87, -2.41, -1.83], [0.61, 0.06, -1.39], [-3.57, -0.64, -0.71], [-5.22, -2.68, 3.19], [-0.66, -3.35, -6.22], [-0.24, -0.57, 1.57]], "total_charge": 0, "lumo_ev": -1.11, "gap_ev": 7.7}

=====

Computed total energy, in the same sequence as the records: -9836.1032; -44917.0147; -112930.4884; -28430.9535; -99944.3482; -17717.3581; -93638.3469 eV.